(1)
This record from OMol25 describes 2 unconnected molecules or ions with the total composition C3H6Cl2Si at a distorted geometry. The level of theory is ωB97M-V/def2-TZVPD.

ORCA input file:
```
! wB97M-V def2-TZVPD RIJCOSX def2/J DEFGRID3
* xyz 0 1
C -0.76 -1.09 1.14
C 0.16 -0.49 0.44
C -1.05 0.25 -1.50
Si 1.77 0.52 0.54
Cl -1.67 1.84 -1.20
Cl -2.15 -1.12 -1.73
H -0.94 -1.56 2.07
H -1.72 -1.07 0.64
H -0.19 0.27 -2.24
H 2.52 0.94 -0.80
H 2.56 -0.31 1.59
H 1.47 1.82 1.05
*
```

Output
Largest force on an atom (eV/Å): 3.7
LUMO energy (spin up / spin down) (eV): 0.0 / 0.0
ΔE to the lowest compared entry with this formula, charge and spin (kJ/mol): 727.3

Results of the Mulliken charge analysis, in e, for atoms 1 through 2: -0.3772, 0.0705


(2)
This record from OMol25 describes 4 unconnected molecules or ions with the total composition C4H8N2O2 at a distorted geometry. The level of theory is ωB97M-V/def2-TZVPD.

ORCA input file:
```
! wB97M-V def2-TZVPD RIJCOSX def2/J DEFGRID3
* xyz 0 3
C 1.67 0.73 0.30
C -2.42 -1.30 -0.40
C -3.31 -0.69 0.27
C 4.65 -0.40 0.82
N 1.40 0.18 -0.75
N 4.38 -1.20 0.03
O 1.99 1.45 1.13
O -1.44 1.90 -0.42
H -1.49 -0.77 -0.48
H -2.38 -2.20 -1.00
H -4.36 -0.85 0.37
H -2.86 0.13 0.87
H 4.88 0.32 1.53
H -0.57 2.30 -0.46
H 0.95 -0.69 -1.04
H -1.07 1.09 -0.76
*
```

Output
Expectation value of S²: 2.014
Largest force on an atom (eV/Å): 7.9
LUMO energy (spin up / spin down) (eV): 0.6 / -4.2
ΔE to the lowest compared entry with this formula, charge and spin (kJ/mol): 466.0

Results of the Mulliken charge analysis, in e, for atoms 1 through 2: 0.1492, -0.0828


(3)
This record from OMol25 describes 8 unconnected molecules or ions with the total composition C24H72O32P8 at a distorted geometry. The level of theory is ωB97M-V/def2-TZVPD.

ORCA input file:
```
! wB97M-V def2-TZVPD RIJCOSX def2/J DEFGRID3
* xyz 0 1
C 2.88 1.05 3.21
O 1.63 0.38 3.44
P 1.13 0.10 4.94
O 0.97 1.24 5.87
O -0.23 -0.72 4.74
C -1.19 -0.33 3.69
O 2.16 -1.06 5.45
C 2.36 -2.23 4.62
H 2.79 1.95 2.61
H 3.58 0.37 2.73
H 3.29 1.49 4.12
H -0.82 -0.74 2.75
H -1.28 0.75 3.70
H -2.08 -0.89 3.99
H 2.96 -2.92 5.22
H 2.92 -1.96 3.72
H 1.41 -2.68 4.35
C 3.45 5.24 5.84
O 3.11 5.83 4.63
P 1.62 5.81 4.04
O 0.63 6.27 5.08
O 1.41 4.30 3.44
C 0.14 3.88 3.02
O 1.66 6.77 2.74
C 0.55 7.56 2.36
H 2.54 5.00 6.38
H 4.01 5.86 6.55
H 4.01 4.33 5.64
H -0.68 4.49 3.39
H 0.00 2.83 3.31
H 0.16 3.92 1.94
H 0.30 7.38 1.31
H 0.74 8.63 2.44
H -0.30 7.45 3.03
C -2.68 6.37 1.24
O -2.95 6.40 -0.13
P -4.06 5.45 -0.82
O -5.41 6.05 -0.71
O -3.83 3.98 -0.08
C -4.94 3.14 0.25
O -3.55 5.22 -2.35
C -4.45 4.95 -3.41
H -3.17 5.62 1.85
H -2.83 7.39 1.61
H -1.60 6.22 1.33
H -5.89 3.67 0.15
H -4.90 2.83 1.29
H -4.97 2.27 -0.40
H -4.47 3.92 -3.77
H -4.24 5.59 -4.27
H -5.49 5.11 -3.13
C 3.79 -6.27 0.72
O 2.43 -6.27 1.09
P 1.68 -4.88 1.43
O 2.39 -3.84 2.21
O 1.17 -4.38 -0.01
C 0.47 -5.24 -0.84
O 0.29 -5.39 2.13
C -0.65 -4.42 2.60
H 4.23 -7.11 1.27
H 4.35 -5.34 0.81
H 4.07 -6.63 -0.27
H -0.02 -6.14 -0.46
H 1.16 -5.53 -1.64
H -0.36 -4.62 -1.16
H -1.37 -3.93 1.94
H -0.07 -3.58 2.99
H -1.17 -4.83 3.47
C 4.84 -0.69 0.48
O 5.65 -1.72 -0.20
P 6.10 -1.58 -1.73
O 6.48 -0.26 -2.24
O 7.29 -2.67 -1.80
C 7.98 -3.25 -0.77
O 4.90 -2.41 -2.56
C 4.62 -3.75 -2.19
H 4.67 0.20 -0.13
H 5.47 -0.31 1.29
H 3.88 -1.11 0.78
H 7.50 -3.06 0.19
H 8.92 -2.69 -0.80
H 8.17 -4.32 -0.87
H 5.10 -4.41 -2.92
H 3.55 -3.98 -2.17
H 4.88 -4.03 -1.17
C -3.52 -3.93 -2.07
O -4.58 -3.92 -2.92
P -6.10 -4.22 -2.41
O -6.44 -5.59 -1.88
O -6.41 -2.95 -1.43
C -6.57 -3.11 -0.01
O -6.98 -3.80 -3.78
C -6.71 -2.62 -4.54
H -2.79 -3.17 -2.36
H -3.03 -4.88 -2.31
H -3.69 -3.82 -1.00
H -5.64 -3.04 0.56
H -7.06 -4.05 0.23
H -7.21 -2.30 0.32
H -6.25 -2.99 -5.45
H -6.19 -1.85 -3.98
H -7.65 -2.19 -4.89
C -1.24 1.66 -4.83
O 0.13 2.03 -4.92
P 1.20 1.17 -4.05
O 1.09 1.51 -2.61
O 0.92 -0.40 -4.45
C 1.54 -1.43 -3.67
O 2.65 1.43 -4.71
C 3.20 2.71 -4.72
H -1.47 1.08 -3.94
H -1.67 1.17 -5.70
H -1.77 2.61 -4.78
H 2.11 -1.98 -4.43
H 0.86 -2.17 -3.25
H 2.24 -1.15 -2.88
H 4.01 2.84 -4.00
H 2.46 3.46 -4.44
H 3.63 2.95 -5.69
C 1.14 -1.32 -0.23
O 0.05 -1.02 -1.11
P -1.47 -0.92 -0.49
O -2.04 -2.15 0.14
O -1.42 0.42 0.50
C -1.13 1.66 -0.03
O -2.30 -0.46 -1.83
C -3.73 -0.50 -1.89
H 1.91 -0.55 -0.23
H 1.73 -2.11 -0.69
H 0.81 -1.65 0.75
H -1.10 1.73 -1.11
H -0.14 1.86 0.37
H -1.82 2.44 0.31
H -4.05 -1.05 -2.78
H -4.05 0.54 -1.96
H -4.26 -1.04 -1.10
*
```

Output
Largest force on an atom (eV/Å): 4.6
LUMO energy (eV): 0.1
ΔE to the lowest compared entry with this formula, charge and spin (kJ/mol): 381.6
SMILES: COP(=O)(OC)OC.COP(=O)(OC)OC.COP(=O)(OC)OC.COP(=O)(OC)OC.COP(=O)(OC)OC.COP(=O)(OC)OC.COP(=O)(OC)OC.COP(=O)(OC)OC

Results of the Mulliken charge analysis, in e, for atoms 1 through 2: -0.8349, 0.3817


(4)
This record from OMol25 describes a molecular structure, C40H36F6LiN3O2Sb3 at a distorted geometry. The level of theory is ωB97M-V/def2-TZVPD.

ORCA input file:
```
! wB97M-V def2-TZVPD RIJCOSX def2/J DEFGRID3
* xyz 0 2
Li 0.54 1.85 0.69
O 1.94 -1.23 4.77
C 1.41 -2.09 3.89
C 1.19 -3.41 4.29
C 0.69 -4.34 3.42
C 0.38 -3.99 2.11
C 0.55 -2.68 1.71
C 1.06 -1.72 2.58
C 1.18 -0.34 2.10
O 0.69 -0.02 0.95
N 1.72 0.57 2.90
N 1.83 1.76 2.30
C 2.18 2.80 2.95
C 2.44 3.99 2.16
C 2.81 5.20 2.75
C 3.14 6.27 1.93
C 3.10 6.09 0.56
C 2.70 4.85 0.07
N 2.37 3.84 0.84
H 2.02 -0.36 4.31
H 1.42 -3.68 5.31
H 0.55 -5.36 3.74
H 0.01 -4.73 1.42
H 0.32 -2.38 0.70
H 2.35 2.81 4.03
H 2.83 5.29 3.82
H 3.43 7.22 2.35
H 3.38 6.89 -0.11
H 2.64 4.67 -1.00
C -1.09 -0.03 -3.48
C -2.47 -0.40 -2.97
C -2.91 0.52 -1.84
Sb -1.89 -0.20 -0.03
C -2.56 0.38 2.01
C -3.76 -0.04 2.55
C -4.04 0.23 3.88
C -3.14 0.90 4.68
C -1.93 1.31 4.14
C -1.65 1.04 2.81
C -3.14 -1.99 -0.03
C -2.64 -3.27 0.16
C -3.49 -4.34 0.34
C -4.86 -4.15 0.33
C -5.37 -2.89 0.09
C -4.51 -1.82 -0.10
Sb 0.49 -0.21 -2.01
C 1.20 -2.22 -2.43
C 2.24 -2.65 -1.62
C 2.90 -3.84 -1.89
C 2.51 -4.61 -2.97
C 1.46 -4.20 -3.77
C 0.80 -3.01 -3.50
C 2.02 0.68 -3.31
C 3.33 0.28 -3.15
C 4.31 0.76 -4.00
C 3.98 1.65 -5.01
C 2.67 2.08 -5.14
C 1.70 1.61 -4.29
H -1.12 1.02 -3.79
H -0.82 -0.62 -4.36
H -2.49 -1.44 -2.63
H -3.18 -0.31 -3.80
H -3.98 0.47 -1.69
H -2.65 1.55 -2.06
H -4.47 -0.59 1.96
H -4.99 -0.09 4.29
H -3.36 1.09 5.72
H -1.20 1.83 4.73
H -0.70 1.36 2.42
H -1.57 -3.43 0.18
H -3.09 -5.33 0.51
H -5.53 -4.98 0.51
H -6.44 -2.72 0.06
H -4.92 -0.84 -0.29
H 2.54 -2.05 -0.77
H 3.71 -4.16 -1.26
H 3.02 -5.54 -3.19
H 1.16 -4.80 -4.61
H -0.02 -2.70 -4.14
H 3.59 -0.41 -2.36
H 5.34 0.44 -3.87
H 4.74 2.02 -5.68
H 2.41 2.79 -5.91
H 0.68 1.97 -4.39
F 0.17 2.45 -0.97
Sb -1.12 3.77 -0.39
F -2.50 2.54 0.07
F -1.73 3.76 -2.18
F 0.09 5.13 -0.79
F -2.21 5.07 0.40
F -0.38 3.37 1.31
*
```

Output
Expectation value of S²: 0.761
Largest force on an atom (eV/Å): 1.9
LUMO energy (spin up / spin down) (eV): -0.1 / -2.4
ΔE to the lowest compared entry with this formula, charge and spin (kJ/mol): 69.2

Results of the Mulliken charge analysis, in e, for atoms 1 through 2: 1.7236, -0.6790


(5)
This record from OMol25 describes a molecular structure, C2H2FNiO at a distorted geometry. The level of theory is ωB97M-V/def2-TZVPD.

ORCA input file:
```
! wB97M-V def2-TZVPD RIJCOSX def2/J DEFGRID3
* xyz 1 3
C -2.54 -0.22 0.03
C -1.26 -0.32 -0.16
O -0.11 -0.54 -0.36
H -3.07 -1.06 0.47
H -3.06 0.66 -0.34
F 2.41 1.36 0.54
Ni 1.62 -0.05 -0.03
*
```

Output
Expectation value of S²: 2.005
Largest force on an atom (eV/Å): 1.9
LUMO energy (spin up / spin down) (eV): -5.5 / -7.8
ΔE to the lowest compared entry with this formula, charge and spin (kJ/mol): 0.0

Results of the Mulliken charge analysis, in e, for atoms 1 through 2: -0.7028, 0.8442


(6)
This record from OMol25 describes a molecular structure, C2H2Br2CoSSbSe4. The level of theory is ωB97M-V/def2-TZVPD.

ORCA input file:
```
! wB97M-V def2-TZVPD RIJCOSX def2/J DEFGRID3
* xyz -1 6
Co -0.16 -0.34 0.87
Se 1.65 1.90 4.46
Sb -0.46 1.75 3.38
Se -1.25 -0.60 2.96
Se 0.33 2.06 0.90
Se -2.27 3.26 3.69
Br 0.89 0.54 -3.11
C 2.47 -0.27 -2.58
Br 1.79 -1.65 0.54
H 3.10 0.30 -1.92
H 2.48 -1.35 -2.60
S -2.74 -1.08 -1.37
C -1.61 -0.73 -0.41
*
```

Output
Expectation value of S²: 8.797
Largest force on an atom (eV/Å): 0.8
LUMO energy (spin up / spin down) (eV): 1.2 / 0.2

Results of the Mulliken charge analysis, in e, for atoms 1 through 2: 0.0822, -0.5348